Here is a molecular structure, C64H88BrN2O2P3RuS2Si at a distorted geometry from the Open Molecules 2025 dataset. Energies are from wB97M-V/def2-TZVPD.

Properties
energy relative to the best compared isomer or geometry (same formula, charge and spin)	36.5	kJ/mol
E	-204894.8461	eV
<S²>	0.777
multiplicity	2
LUMO (alpha / beta)	-8.3 / -8.2	eV
charge	+3

Each line ends with the Löwdin spin population.
Atoms and positions in Å:
Ru -0.19405 -0.16353 -0.24608  0.92
S 0.37169 1.94560 -1.36719  0.02
C 1.18023 1.51867 -2.78825  0.00
N 1.57572 2.40897 -3.65419  0.00
C 2.34258 1.96245 -4.82899  0.00
C 1.74101 0.68722 -5.34200  0.00
N 1.74634 -0.31400 -4.25379  -0.01
C 2.05626 -1.70110 -4.62659  0.00
C 1.18858 -2.17649 -5.76821  0.00
C -0.18001 -1.91800 -5.77090  0.00
C -0.98462 -2.40479 -6.79025  0.00
C -0.42247 -3.15170 -7.81870  0.00
C 0.94351 -3.39050 -7.83220  0.00
C 1.74808 -2.90407 -6.80919  0.00
C 1.44908 0.07452 -3.04600  0.00
S 1.45234 -0.98704 -1.72284  0.00
C 1.22556 3.84688 -3.57870  0.00
C 0.31233 4.20962 -4.72523  0.00
C 0.76185 5.01124 -5.76704  0.00
C -0.08712 5.32201 -6.82320  0.00
C -1.38009 4.82259 -6.84316  0.00
C -1.83414 4.01966 -5.80209  0.00
C -0.98974 3.71158 -4.74698  0.00
H 3.38759 1.81172 -4.54671  0.00
H 2.29377 2.73092 -5.59596  0.00
H 2.30897 0.29472 -6.18146  0.00
H 0.71854 0.86830 -5.67801  0.00
H 1.92048 -2.32898 -3.75075  0.00
H 3.10748 -1.75546 -4.91481  0.00
H -0.61497 -1.31281 -4.97946  0.00
H -2.04925 -2.20505 -6.78413  0.00
H -1.04877 -3.53700 -8.61288  0.00
H 1.38590 -3.95743 -8.64115  0.00
H 2.81656 -3.09216 -6.82955  0.00
H 2.14922 4.42503 -3.61983  0.00
H 0.74020 4.02986 -2.62643  0.00
H 1.77186 5.40867 -5.74971  0.00
H 0.26242 5.95917 -7.62505  0.00
H -2.03916 5.06588 -7.66657  0.00
H -2.84968 3.64402 -5.81325  0.00
H -1.34110 3.08836 -3.92744  0.00
O 0.80519 1.16090 1.40460  0.01
P 1.80908 1.15017 2.52165  0.00
C 1.54015 -0.34202 3.52498  0.00
P 1.63168 -1.81096 2.46484  0.00
O 0.81344 -1.61831 1.19975  0.02
C 3.36668 -2.11685 2.16427  0.00
C 4.19040 -2.40181 3.25691  0.00
C 5.53815 -2.64678 3.05547  0.00
C 6.06194 -2.61321 1.76735  0.00
C 5.24162 -2.34311 0.68166  0.00
C 3.88875 -2.09813 0.87662  0.00
C 1.04669 -3.19315 3.44545  0.00
C 1.48762 -4.46990 3.07937  0.00
C 1.03927 -5.58229 3.77203  0.00
C 0.16330 -5.42545 4.84035  0.00
C -0.26494 -4.15961 5.21590  0.00
C 0.16673 -3.04124 4.51690  0.00
C 1.55800 2.52327 3.64327  0.00
C 0.89184 3.64755 3.15854  0.00
C 0.68299 4.73579 3.99288  0.00
C 1.13858 4.70360 5.30426  0.00
C 1.80539 3.58524 5.78862  0.00
C 2.01774 2.49319 4.96091  0.00
C 3.49563 1.18160 1.92285  0.00
C 4.58773 1.18296 2.79011  0.00
C 5.87363 1.22764 2.27626  0.00
C 6.07235 1.28589 0.90162  0.00
C 4.98593 1.29967 0.03797  0.00
C 3.69628 1.24989 0.54741  0.00
H 0.52698 -0.24403 3.91813  0.00
H 2.25329 -0.43773 4.34590  0.00
H 3.76821 -2.45934 4.25535  0.00
H 6.17743 -2.87663 3.89823  0.00
H 7.11537 -2.81023 1.61115  0.00
H 5.65527 -2.33220 -0.31915  0.00
H 3.23233 -1.90100 0.03919  0.00
H 2.20401 -4.57674 2.27256  0.00
H 1.37891 -6.56958 3.48647  0.00
H -0.17453 -6.29427 5.39059  0.00
H -0.93362 -4.04045 6.05892  0.00
H -0.18048 -2.06188 4.82241  0.00
H 0.54299 3.65840 2.13218  0.00
H 0.17167 5.61373 3.61842  0.00
H 0.97434 5.55306 5.95487  0.00
H 2.16102 3.56268 6.81027  0.00
H 2.53652 1.62487 5.35151  0.00
H 4.43893 1.16413 3.86461  0.00
H 6.72304 1.23010 2.94708  0.00
H 7.07901 1.33681 0.50607  0.00
H 5.14879 1.35531 -1.03177  0.00
H 2.83703 1.26666 -0.11179  0.00
C -5.02381 5.16978 -0.35642  0.00
C -4.09362 3.93970 -0.43704  0.00
C -2.62861 4.41149 -0.44947  0.00
C -4.34450 3.21672 -1.76843  0.00
Si -4.51745 2.83629 1.04884  0.00
Br -2.18797 0.97006 0.66680  0.05
C -4.09759 3.46140 2.78296  0.00
C -3.71697 2.33021 3.75795  0.00
C -2.91886 4.44564 2.75232  0.00
C -5.34497 4.19473 3.32210  0.00
C -5.82732 1.47637 0.87096  0.00
C -5.76605 0.49187 2.05053  0.00
C -5.68976 0.65237 -0.42241  0.00
C -7.20313 2.17813 0.86366  0.00
H -4.81851 5.82134 -1.21069  0.00
H -4.86216 5.75503 0.55306  0.00
H -6.08105 4.89181 -0.39962  0.00
H -2.45609 4.95227 -1.38645  0.00
H -1.93091 3.57416 -0.41054  0.00
H -2.39835 5.09238 0.36455  0.00
H -4.01953 3.87194 -2.58316  0.00
H -5.40154 3.00620 -1.92810  0.00
H -3.77684 2.28449 -1.83569  0.00
H -2.88990 1.72526 3.37762  0.00
H -4.55242 1.67596 3.98811  0.00
H -3.39715 2.78914 4.69820  0.00
H -2.02119 3.98883 2.32882  0.00
H -2.69124 4.73688 3.78182  0.00
H -3.15852 5.35713 2.20312  0.00
H -6.19061 3.51833 3.46610  0.00
H -5.66664 5.01135 2.66857  0.00
H -5.09716 4.62707 4.29525  0.00
H -4.76350 0.07633 2.18450  0.00
H -6.45607 -0.33281 1.85155  0.00
H -6.08495 0.95552 2.98351  0.00
H -4.68090 0.24842 -0.53595  0.00
H -5.94114 1.22607 -1.30982  0.00
H -6.39368 -0.18347 -0.36917  0.00
H -7.39084 2.74110 1.78054  0.00
H -7.98348 1.41649 0.77719  0.00
H -7.31414 2.85776 0.01338  0.00
C -2.36157 -2.34449 1.75426  0.00
C -2.84378 -2.42701 0.29583  0.00
C -3.63013 -3.72856 0.07145  0.00
P -1.46609 -2.12631 -0.89861  -0.02
C -0.46201 -3.66667 -1.16728  -0.01
C -0.97793 -4.58268 -2.28134  0.00
C -0.24838 -4.46262 0.12266  0.00
C -2.17001 -1.72575 -2.57647  0.00
C -3.45928 -2.46367 -2.94989  0.00
C -2.38368 -0.22940 -2.80516  0.01
H -3.21542 -2.15058 2.40741  0.00
H -1.63022 -1.55606 1.91269  0.00
H -1.90784 -3.28521 2.06792  0.00
H -3.50108 -1.57481 0.10405  0.00
H -3.16298 -4.56434 0.58873  0.00
H -3.74602 -3.99778 -0.97344  0.00
H -4.63086 -3.60616 0.49053  0.00
H 0.50787 -3.27486 -1.47275  0.00
H -1.94951 -5.01160 -2.03552  0.00
H -0.27659 -5.41290 -2.38524  0.00
H -1.03817 -4.09085 -3.25182  0.00
H -1.15195 -4.98952 0.42563  0.00
H 0.08554 -3.82592 0.93277  0.00
H 0.52561 -5.21235 -0.05299  0.00
H -1.36827 -2.05599 -3.23932  0.00
H -4.27105 -2.22211 -2.26132  0.00
H -3.33747 -3.54280 -2.99040  0.00
H -3.76735 -2.13699 -3.94584  0.00
H -3.23045 0.14398 -2.22855  0.00
H -2.60001 -0.05549 -3.86335  0.00
H -1.50919 0.36200 -2.54141  0.01